The following is a quantum chemistry calculation of 3 unconnected molecules or ions with the total composition C14H25F3I2N2O2P, from the OMol25 dataset.

Calculated values
Highest occupied orbital energy, eV: -4.6
Total energy, eV: -55641.930

ORCA input file:
```
! wB97M-V def2-TZVPD RIJCOSX def2/J DEFGRID3
* xyz -1 1
C -1.2933 -0.6259 -1.2147
C -2.4621 -1.6002 -1.3001
I -1.6913 -3.5091 -0.5817
C -3.6835 -1.2548 -0.4696
I -4.1387 0.8532 -0.7780
P -5.1954 -2.4411 -0.8462
C -6.3362 -3.9787 -1.2227
F -5.6158 -5.0945 -1.2187
F -6.9140 -3.9834 -2.4222
F -7.3158 -4.2205 -0.3486
O -6.2662 -1.7002 0.2326
C -7.2206 -0.8784 -0.3355
C -7.0605 -0.9294 -1.8734
O -5.8297 -1.5192 -2.1491
H -1.4339 0.2327 -1.8443
H -0.3889 -1.1157 -1.5629
H -1.1107 -0.3396 -0.1902
H -2.7250 -1.7158 -2.3385
H -3.4119 -1.3500 0.5716
H -4.6751 -3.2648 0.2123
H -4.3459 -3.0512 -1.8413
H -7.0084 0.1600 -0.0750
H -8.2412 -1.0446 -0.0014
H -7.0255 0.0760 -2.2768
H -7.8729 -1.4783 -2.3506
C 4.1676 1.0123 0.0235
C 3.5447 0.2964 -1.1686
C 2.5246 1.1615 -1.9158
C 1.4191 1.5453 -1.0334
N 0.5608 1.8447 -0.3404
H 3.4129 1.2674 0.7700
H 4.9084 0.3767 0.5078
H 4.6670 1.9329 -0.2884
H 3.0620 -0.6206 -0.8262
H 4.3322 0.0024 -1.8653
H 2.1134 0.6170 -2.7660
H 2.9968 2.0694 -2.2939
C 5.6376 3.4456 2.9127
C 6.6209 2.8218 3.8970
C 7.9457 2.4166 3.2408
C 7.7222 1.4222 2.1873
N 7.5480 0.6448 1.3673
H 5.3567 2.7411 2.1289
H 4.7234 3.7451 3.4242
H 6.0653 4.3316 2.4387
H 6.1616 1.9463 4.3593
H 6.8317 3.5329 4.6979
H 8.6229 1.9890 3.9799
H 8.4354 3.2852 2.7989
*
```